Entry 1:
{"formula": "C22H24Br5NO3SbSiW", "method": "ωB97M-V with the def2-TZVPD basis set", "elements": ["W", "Br", "C", "C", "Br", "C", "Br", "C", "O", "C", "O", "C", "Br", "O", "C", "C", "C", "N", "C", "Br", "C", "H", "H", "H", "H", "C", "Si", "C", "C", "C", "C", "C", "C", "C", "H", "H", "H", "H", "H", "H", "H", "H", "H", "H", "H", "C", "Sb", "C", "C", "H", "H", "H", "H", "H", "H", "H", "H", "H"], "xyz": [[-0.7758, -0.8069, 0.1389], [-7.5203, -1.5111, -0.4015], [-5.8017, -0.8002, -0.3562], [-5.6061, 0.5910, -0.2756], [-7.0555, 1.7483, -0.2154], [-4.3089, 1.1262, -0.2568], [-3.9381, 2.9601, -0.1898], [-3.2588, 0.2560, -0.3010], [-1.9133, 0.5969, -0.3278], [-3.4505, -1.1131, -0.3554], [-2.2454, -1.8202, -0.3885], [-4.7074, -1.6657, -0.3987], [-4.8560, -3.5208, -0.4964], [1.0971, -0.4024, 5.3760], [0.3183, -0.5166, 4.3299], [-1.1050, -0.6024, 4.4056], [-1.8420, -0.7211, 3.2671], [-1.1879, -0.7562, 2.0948], [0.1603, -0.6633, 1.9950], [0.7561, 0.0104, -1.5618], [0.9548, -0.5533, 3.0828], [0.6333, -0.3937, 6.2269], [-1.6138, -0.5769, 5.3627], [-2.9212, -0.7975, 3.2659], [2.0342, -0.4938, 3.0272], [0.1935, 3.1478, 0.1174], [0.9701, 3.3433, -1.5156], [-0.0975, 3.6979, -2.9237], [2.7253, 3.1549, -1.5797], [3.3755, 2.7848, -2.7723], [4.7533, 2.6920, -2.8075], [5.4926, 2.9867, -1.6644], [4.8593, 3.3566, -0.4790], [3.4799, 3.4357, -0.4310], [0.2884, 4.0778, 0.6969], [0.6947, 2.3660, 0.6740], [-0.8733, 2.9443, 0.0173], [0.0102, 4.7584, -3.1915], [-1.1408, 3.5127, -2.6717], [0.1761, 3.1219, -3.8110], [2.8022, 2.5704, -3.6720], [5.2550, 2.4055, -3.7231], [6.5746, 2.9350, -1.6976], [5.4472, 3.5885, 0.4008], [2.9962, 3.7409, 0.4921], [1.5054, -4.1953, 1.2300], [0.3631, -3.3090, -0.3108], [1.7793, -3.3623, -1.8713], [-0.9992, -4.8244, -0.8298], [1.7740, -5.1845, 0.8578], [0.9304, -4.2953, 2.1459], [2.4046, -3.6143, 1.4085], [2.1563, -4.3825, -1.9168], [2.5905, -2.6785, -1.6522], [1.3157, -3.0996, -2.8160], [-0.4299, -5.7497, -0.8799], [-1.4430, -4.6011, -1.7930], [-1.7759, -4.8985, -0.0785]], "forces_ev_per_a": [[1.3, 1.3, 0.1], [-0.1, 0.0, 0.0], [-0.1, 0.2, 0.0], [0.0, -0.1, 0.0], [-0.1, 0.1, 0.0], [-0.2, 0.4, 0.0], [0.0, 0.0, 0.0], [0.2, -0.1, -0.3], [-0.9, -0.1, 0.3], [0.2, 0.0, -0.1], [-1.0, -0.2, 0.2], [0.1, -0.4, 0.1], [0.0, -0.1, 0.0], [-0.1, 0.0, 0.0], [-0.2, 0.0, 0.2], [0.3, 0.0, 0.2], [-0.4, 0.0, 0.1], [0.3, 0.0, -0.5], [-0.6, -0.3, -0.8], [0.3, -0.2, 0.4], [0.8, 0.0, 0.3], [0.0, 0.0, 0.0], [0.1, 0.0, 0.0], [0.0, 0.0, 0.0], [0.0, 0.0, 0.0], [-0.3, 0.6, 0.3], [-0.2, -0.1, 0.3], [-0.1, 0.1, -0.4], [0.3, 0.0, -0.4], [0.0, 0.1, -0.1], [0.0, 0.0, 0.0], [0.0, 0.0, 0.1], [0.1, 0.0, 0.0], [0.2, -0.1, 0.2], [0.0, -0.1, 0.0], [0.1, -0.2, 0.2], [0.0, 0.0, 0.0], [0.0, -0.1, 0.0], [-0.1, 0.0, 0.0], [0.0, 0.1, 0.0], [0.1, 0.1, 0.1], [0.0, 0.0, 0.0], [-0.1, 0.0, 0.0], [0.0, 0.0, -0.1], [0.0, 0.0, 0.0], [-0.1, 0.1, 0.2], [0.5, -1.2, -0.4], [-0.1, 0.0, 0.0], [-0.1, 0.2, 0.0], [0.0, 0.0, 0.0], [0.0, 0.0, 0.0], [0.1, 0.0, 0.0], [0.0, 0.0, 0.0], [0.1, 0.1, 0.0], [-0.1, 0.0, -0.1], [0.0, 0.0, 0.0], [-0.1, 0.0, -0.1], [-0.1, 0.0, 0.1]], "homo_ev": -16.09, "total_charge": 3, "spin_multiplicity": 1, "e_lumo_ev": -11.5, "relative_energy_kj_mol": 0.0}

***

Entry 2:
{"formula": "C4H4S2", "method": "ωB97M-V with the def2-TZVPD basis set", "elements": ["C", "C", "C", "C", "S", "S", "H", "H", "H", "H"], "xyz": [[-0.1373, 1.7845, 0.4669], [1.1805, 1.9998, 0.6032], [-0.5832, 0.4813, -0.1023], [0.6607, -0.3020, 0.1580], [-0.8596, 3.2034, 1.2945], [1.2294, 3.4049, 1.6478], [-1.4473, 0.1236, 0.4641], [-0.8554, 0.5388, -1.1581], [1.3626, -0.4949, -0.6283], [0.8345, -0.7079, 1.1353]], "forces_ev_per_a": [[-0.6, 0.9, -0.1], [0.4, -2.1, -0.4], [-0.6, 0.4, -0.1], [0.7, 2.6, 0.8], [-0.1, -0.5, 0.0], [-0.1, -0.3, -0.1], [0.1, -0.3, -0.1], [0.0, 0.0, 0.1], [0.1, -0.3, -0.2], [0.0, -0.3, 0.2]], "homo_ev": [-8.51, -8.51], "total_charge": 0, "spin_multiplicity": 1, "e_lumo_ev": [-1.3, -1.3], "relative_energy_kj_mol": 459.8}

***

Entry 3:
{"formula": "C38H42N2O6", "method": "ωB97M-V with the def2-TZVPD basis set", "elements": ["C", "N", "C", "O", "C", "C", "C", "C", "C", "C", "C", "C", "N", "C", "C", "C", "C", "C", "C", "C", "C", "C", "C", "C", "C", "C", "C", "H", "H", "H", "H", "H", "H", "H", "H", "H", "H", "H", "H", "H", "H", "H", "H", "H", "H", "H", "H", "H", "H", "H", "H", "H", "H", "H", "C", "C", "O", "C", "C", "C", "C", "C", "C", "C", "C", "C", "O", "C", "O", "O", "C", "C", "O", "H", "H", "H", "H", "H", "H", "H", "H", "H", "H", "H", "H", "H", "H", "H"], "xyz": [[3.2156, 3.9639, 2.5952], [2.5556, 3.0381, 1.7172], [3.2328, 2.3740, 0.7328], [4.4247, 2.4946, 0.4512], [2.2429, 1.4219, 0.0762], [2.6737, -0.0383, 0.2252], [2.8055, -0.4141, 1.6820], [4.0079, -0.1710, 2.3562], [4.1316, -0.4713, 3.7113], [3.0531, -1.0320, 4.4031], [1.8596, -1.3090, 3.7264], [1.7499, -1.0302, 2.3613], [0.9975, 1.7115, 0.7714], [-0.1548, 1.0873, 0.4713], [-1.3419, 1.3200, 1.1617], [-2.5282, 0.6671, 0.8394], [-3.7889, 0.9033, 1.4743], [-4.9653, 0.2574, 1.0074], [-6.1906, 0.4596, 1.6255], [-6.2969, 1.3385, 2.7180], [-5.1539, 2.0042, 3.1845], [-3.9180, 1.7930, 2.5800], [1.1484, 2.7127, 1.8440], [0.8482, 2.1792, 3.2739], [0.3590, 3.3911, 4.0625], [0.0335, 4.5235, 3.0601], [0.2929, 3.9993, 1.6513], [4.2641, 4.0333, 2.3001], [2.7542, 4.9548, 2.5270], [3.1655, 3.6248, 3.6371], [2.1631, 1.6965, -0.9912], [1.9475, -0.6829, -0.2858], [3.6520, -0.1336, -0.2653], [4.8468, 0.2578, 1.8001], [5.0760, -0.2687, 4.2206], [3.1453, -1.2558, 5.4665], [1.0104, -1.7520, 4.2535], [0.8388, -1.2871, 1.8128], [-0.1291, 0.3856, -0.3724], [-1.3129, 2.0428, 1.9816], [-2.4953, -0.0481, 0.0132], [-4.8812, -0.4094, 0.1478], [-7.0778, -0.0628, 1.2605], [-7.2641, 1.5052, 3.1978], [-5.2313, 2.6930, 4.0285], [-3.0386, 2.3177, 2.9573], [0.0900, 1.3912, 3.2265], [1.7584, 1.7211, 3.6846], [-0.5310, 3.1384, 4.6532], [1.1299, 3.7121, 4.7745], [-1.0094, 4.8451, 3.1766], [0.6607, 5.4014, 3.2622], [0.8456, 4.7063, 1.0188], [-0.6415, 3.7503, 1.1406], [-2.3322, -2.7701, 6.1715], [-2.1149, -4.1502, 5.6144], [-2.8966, -4.2239, 4.3917], [-2.6306, -5.3239, 3.6598], [-3.4044, -5.3760, 2.3826], [-3.9946, -4.1972, 1.8014], [-4.7785, -4.3337, 0.5002], [-5.7387, -5.3268, 0.2651], [-6.4746, -5.3492, -0.9273], [-6.2443, -4.3788, -1.9096], [-5.2918, -3.3768, -1.6846], [-4.5839, -3.3477, -0.4769], [-3.9030, -3.0618, 2.2862], [-3.2152, -6.5813, 1.5663], [-3.4473, -6.6957, 0.3583], [-2.7221, -7.6314, 2.2435], [-2.5937, -8.8035, 1.4056], [-1.8091, -9.8029, 2.2019], [-1.7977, -6.1396, 4.0311], [-1.8230, -2.6569, 7.1276], [-1.9320, -2.0143, 5.4892], [-3.3971, -2.5784, 6.3258], [-1.0535, -4.3286, 5.3938], [-2.4696, -4.9273, 6.3068], [-5.9186, -6.0814, 1.0288], [-7.2160, -6.1391, -1.0794], [-6.7954, -4.4160, -2.8533], [-5.0899, -2.6188, -2.4467], [-3.8452, -2.5657, -0.2871], [-3.5991, -9.1800, 1.1661], [-2.0828, -8.5452, 0.4688], [-1.7112, -10.7319, 1.6412], [-0.8030, -9.4260, 2.4032], [-2.3065, -10.0210, 3.1491]], "forces_ev_per_a": [[0.1, 0.3, 0.4], [0.7, -0.5, -0.8], [0.9, 0.4, 0.3], [-1.7, -0.2, 0.3], [0.4, 0.2, -0.8], [0.3, -0.1, 0.1], [0.1, -0.5, 0.1], [-0.1, 0.1, 0.0], [-0.1, 0.0, 0.0], [-0.1, 0.1, -0.2], [0.1, -0.1, 0.0], [0.1, 0.2, 0.2], [-1.9, -0.8, -0.5], [1.5, 0.8, 0.3], [-1.1, -0.2, 0.3], [0.9, 0.5, 0.0], [-1.0, 0.3, 0.6], [0.6, 0.0, 0.0], [-0.2, 0.3, 0.3], [0.4, -0.3, -0.5], [0.2, 0.0, -0.1], [-0.2, -0.2, -0.2], [0.2, 0.2, 0.4], [0.1, -0.2, -0.4], [-0.1, 0.1, 0.5], [-0.2, 0.5, 0.3], [0.1, -0.4, -0.3], [-0.2, -0.1, 0.0], [0.1, -0.1, 0.0], [0.0, 0.0, -0.2], [0.0, -0.1, 0.4], [0.2, 0.1, 0.1], [-0.3, 0.0, 0.0], [-0.3, -0.1, 0.3], [-0.3, -0.1, -0.1], [0.0, 0.0, -0.3], [0.3, 0.1, -0.2], [0.2, 0.0, 0.3], [0.1, 0.2, 0.4], [-0.2, -0.5, -0.5], [-0.1, 0.1, 0.2], [-0.1, 0.0, 0.3], [0.4, 0.2, 0.1], [0.3, -0.1, -0.2], [0.0, -0.2, -0.3], [-0.3, -0.1, 0.0], [0.3, 0.1, 0.1], [-0.3, 0.1, -0.1], [0.3, 0.0, -0.1], [-0.3, 0.0, -0.1], [0.3, 0.0, -0.1], [-0.2, -0.2, 0.0], [-0.2, -0.2, 0.1], [0.2, 0.1, 0.0], [-0.1, 0.3, 0.1], [-0.3, -0.1, -0.5], [0.6, 0.1, 1.2], [-0.1, -0.6, -1.3], [0.6, -0.3, 0.2], [0.3, -0.7, 0.3], [-0.3, 0.4, -0.3], [-0.2, 0.4, -0.2], [0.3, 0.2, 0.4], [0.2, 0.0, 0.1], [-0.1, -0.2, 0.2], [-0.2, -0.3, -0.1], [-0.2, 0.4, -0.5], [-0.2, 0.8, -0.6], [0.1, 0.2, 0.8], [-0.2, -0.9, -0.7], [0.0, 0.2, 0.2], [0.2, -0.2, 0.2], [-0.4, 0.6, 0.2], [0.1, 0.0, 0.1], [-0.1, 0.0, 0.0], [0.1, 0.0, -0.1], [-0.3, -0.1, 0.0], [0.2, 0.1, -0.2], [0.1, 0.1, -0.2], [0.3, 0.3, 0.0], [0.2, 0.1, 0.3], [-0.1, -0.3, 0.2], [-0.2, -0.2, 0.0], [0.3, 0.1, -0.1], [-0.2, 0.0, 0.3], [0.0, -0.1, 0.0], [-0.1, 0.0, 0.1], [0.1, 0.0, 0.0]], "homo_ev": -6.17, "total_charge": 0, "spin_multiplicity": 1, "e_lumo_ev": -2.7, "relative_energy_kj_mol": 0.0}

***

Entry 4:
{"formula": "C3H5MnO5", "method": "ωB97M-V with the def2-TZVPD basis set", "elements": ["O", "C", "C", "O", "H", "H", "H", "H", "H", "Mn", "O", "C", "O", "O"], "xyz": [[0.2250, 1.6150, 0.2416], [-0.3988, 1.1922, -0.8067], [-1.8729, 0.2753, -0.2660], [-1.8159, -0.9670, -0.7068], [1.2785, 0.6946, 0.8173], [0.1966, 0.3902, -1.3840], [-0.8533, 1.9248, -1.4977], [-2.6730, 0.8869, -0.7139], [-1.8066, 0.4142, 0.8251], [-0.4481, -2.0906, -0.2137], [1.2438, -1.4897, 0.0027], [2.1232, -1.1116, 0.8791], [2.7152, -1.9068, 1.6046], [2.0863, 0.1726, 1.2185]], "forces_ev_per_a": [[-0.8, 0.4, 0.0], [0.9, -1.2, -1.1], [0.2, 1.3, 0.4], [-1.1, -0.4, -0.5], [1.3, -0.7, 0.2], [-1.0, 0.8, 0.6], [0.1, 0.1, 0.4], [0.3, -0.2, 0.1], [-0.1, 0.0, -0.3], [0.4, -0.6, 0.1], [0.0, -0.1, -1.7], [0.1, -0.7, 4.3], [0.2, 0.6, -1.5], [-0.4, 0.7, -0.9]], "homo_ev": [-9.27, -9.36], "total_charge": 0, "spin_multiplicity": 7, "e_lumo_ev": [-1.3, -2.2], "s_squared": 12.02}

***

Computed largest force on an atom, in the same sequence as the records: 1.9 2.8 2.1 4.4 eV Å⁻¹.